Density functional theory data (ωB97M-V with the def2-TZVPD basis set) for a 2-piece molecular cluster, C9H13N4 overall.

The geometry in XYZ format:
```
26
Properties=species:S:1:pos:R:3
C 3.3492 0.1088 0.9508
C -0.8505 -1.9818 0.5872
C -0.6253 -1.0235 1.5306
C -1.0645 -1.8209 -0.8469
C -0.5336 -0.5072 -1.3084
C -0.8122 0.4448 1.0872
C -0.8401 0.6425 -0.3549
C -0.4233 1.9924 -0.8197
C -2.1659 0.6915 0.4665
N 2.8371 -0.8026 0.1450
N 3.2218 1.3529 0.5405
N 2.2870 -0.0263 -0.7808
N 2.4936 1.2284 -0.5767
H -0.6136 -3.0149 0.9110
H -0.4264 -1.2944 2.5297
H -0.4592 -2.6387 -1.3357
H -2.2211 -2.0136 -1.1325
H 0.5787 -0.6117 -1.4257
H -0.7804 -0.2304 -2.3488
H -0.4450 1.0162 1.9727
H 0.7209 2.0561 -0.9070
H -0.7758 2.8933 -0.1616
H -0.6571 2.1474 -1.9024
H -2.6599 1.6983 0.6498
H 3.8354 -0.2018 1.9153
H -2.9699 -0.1047 0.6148
```

The total charge is -1. The value obtained for the HOMO energy is -5.03 eV.

---

Density functional theory data (ωB97M-V with the def2-TZVPD basis set) for C42H32BrFeN7O3S2Te as an isolated structure.

The geometry in XYZ format:
```
89
Properties=species:S:1:pos:R:3
Fe -0.1914 -0.2546 0.1744
Br -6.4703 -1.2486 3.7184
C -4.8744 -0.5472 2.9091
C -4.9535 0.6603 2.2339
C -3.8033 1.1414 1.6125
C -2.5974 0.4332 1.6276
O -1.5752 0.8804 0.9461
C -2.5224 -0.7858 2.3920
C -1.3076 -1.4910 2.5651
N -0.1200 -1.1230 2.0672
C 1.0030 -1.7847 2.5033
C 1.0232 -3.1460 2.8179
C 2.1824 -3.7929 3.2514
C 3.3560 -3.1068 3.4374
C 3.3933 -1.7198 3.1827
C 4.5468 -0.9422 3.4014
C 4.5010 0.4122 3.2011
C 3.2982 0.9803 2.7750
N 2.2072 0.2880 2.5397
C 2.2284 -1.0445 2.7130
C -3.6989 -1.2542 3.0189
H -5.8861 1.2057 2.1769
H -3.8275 2.0670 1.0480
H -1.3494 -2.3369 3.2558
H 0.1298 -3.7395 2.6670
H 2.1522 -4.8599 3.4451
H 4.2517 -3.6107 3.7835
H 5.4506 -1.4359 3.7416
H 5.3727 1.0355 3.3594
H 3.2172 2.0510 2.5993
H -3.6732 -2.1821 3.5783
N -4.2989 6.3383 -1.5572
C -3.5431 5.1838 -1.8234
C -2.1562 5.2361 -1.9090
C -1.4301 4.0921 -2.1939
C -2.0723 2.8853 -2.4097
C -3.4602 2.8470 -2.4249
C -4.1875 3.9786 -2.0961
S -1.0553 1.4483 -2.8211
O 0.2944 1.9728 -2.8977
O -1.5974 0.9420 -4.0617
N -0.9740 0.2660 -1.7086
C -2.0861 -0.4050 -1.3312
N -1.8553 -1.4834 -0.5502
C -2.9163 -2.1559 -0.1363
C -4.2192 -1.7837 -0.4330
C -4.3471 -0.6866 -1.2535
N -3.3058 -0.0219 -1.7338
H -3.7853 7.0506 -1.0623
H -5.1837 6.1437 -1.1164
H -1.6361 6.1723 -1.7357
H -0.3558 4.1320 -2.2715
H -3.9502 1.9220 -2.6643
H -5.2711 3.9390 -2.0525
H -2.7088 -3.0466 0.4468
H -5.0672 -2.3268 -0.0428
H -5.3204 -0.3018 -1.5497
C 5.3472 -1.5073 -0.8057
C 4.6318 -2.6882 -0.6567
C 3.2521 -2.6737 -0.5826
C 2.5184 -1.4642 -0.6308
C 3.2639 -0.2813 -0.7871
C 4.6424 -0.3108 -0.8750
N 1.1417 -1.4833 -0.5473
C 0.5941 -2.6086 -1.1956
C -0.0288 -3.6635 -0.5208
C -0.5701 -4.7307 -1.2165
C -0.5020 -4.7819 -2.6034
C 0.1351 -3.7533 -3.2852
C 0.6964 -2.6949 -2.5905
H 6.4288 -1.5207 -0.8821
H 5.1599 -3.6347 -0.5970
H 2.7114 -3.6048 -0.4702
H 2.7121 0.6415 -0.8778
H 5.1903 0.6155 -1.0207
H -0.1015 -3.6107 0.5576
H -1.0574 -5.5381 -0.6783
H -0.9503 -5.6064 -3.1462
H 0.1821 -3.7711 -4.3688
H 1.1889 -1.8843 -3.1136
Te 0.5917 2.2272 0.1870
C 2.1579 3.5538 -0.4401
C 3.4563 3.2974 -0.7951
C 4.1725 4.4061 -1.3085
C 3.4247 5.5419 -1.3392
S 1.8421 5.2476 -0.7323
H 3.8952 2.3151 -0.6902
H 5.1968 4.3549 -1.6536
H 3.7022 6.5246 -1.6873
```

The total charge is -2. The energy above the lowest of the compared OMol25 structures with the same formula, charge and spin is 2.756 eV. The spin multiplicity is 5. The value obtained for the HOMO energy (alpha / beta) is -0.39 / -0.37 eV.

---

Density functional theory data (ωB97M-V with the def2-TZVPD basis set) for C22H59B3O11S as an isolated structure.

The geometry in XYZ format:
```
96
Properties=species:S:1:pos:R:3
C 4.4725 -1.3041 1.5839
C 5.4383 -1.0785 0.4257
C 5.0107 0.0111 -0.5689
C 4.2117 1.1854 0.0333
C 2.7599 1.1551 -0.4401
C 1.8435 1.9780 0.4708
B 0.3354 1.6299 0.2750
O -0.5364 1.7438 1.3548
B -1.5675 0.8543 1.3434
S -2.6984 0.9340 2.7846
O -1.7965 -0.0503 0.3126
B -0.8362 -0.0228 -0.6757
C -0.3824 -1.2822 -1.5230
C -0.2688 -2.5384 -0.7145
O -1.0958 -3.3875 -0.7448
O -0.2169 1.1849 -0.9110
H 4.8505 -2.1324 2.1661
H 3.4570 -1.4693 1.2704
H 4.5369 -0.4528 2.2481
H 6.4485 -0.8997 0.7632
H 5.4880 -2.0137 -0.1266
H 5.9124 0.4275 -1.0013
H 4.4436 -0.3934 -1.3959
H 4.2884 1.2696 1.1082
H 4.6321 2.0940 -0.3759
H 2.4020 0.1368 -0.5819
H 2.7545 1.6100 -1.4234
H 2.0922 1.7365 1.4971
H 1.9680 3.0418 0.2898
H -3.1755 -0.3184 2.9142
H 0.6013 -1.0193 -1.8984
H -1.0406 -1.4709 -2.3593
H 0.6250 -2.6658 -0.0749
C 2.4904 -4.8639 3.9535
C 1.7919 -3.5544 3.6383
O 1.9649 -3.1907 2.2700
H 3.5555 -4.7890 3.7316
H 2.3681 -5.1306 5.0042
H 2.0868 -5.6739 3.3412
H 2.2091 -2.7448 4.2349
H 0.7219 -3.6269 3.8584
H 1.5873 -3.8953 1.7303
C -4.5899 -1.8594 6.4083
C -5.4337 -1.6421 5.1657
O -4.7157 -1.9869 3.9832
H -3.6770 -1.2650 6.3559
H -5.1389 -1.5813 7.3093
H -4.2916 -2.9071 6.4937
H -5.7130 -0.5938 5.0728
H -6.3498 -2.2396 5.2150
H -4.4697 -2.9174 4.0468
C 4.9362 6.5307 -0.2345
C 4.3187 5.4741 0.6616
O 5.2492 4.4391 0.9769
H 5.2978 6.0796 -1.1607
H 4.2119 7.3081 -0.4801
H 5.7964 6.9959 0.2548
H 3.4748 4.9976 0.1641
H 3.9588 5.9251 1.5921
H 5.9965 4.8455 1.4298
C 3.0008 9.1965 -3.6775
C 2.1652 8.5506 -2.5878
O 2.7414 8.7571 -1.2996
H 4.0144 8.7941 -3.6677
H 2.5636 9.0235 -4.6620
H 3.0775 10.2744 -3.5173
H 2.1068 7.4736 -2.7391
H 1.1479 8.9545 -2.5948
H 2.7880 9.7080 -1.1477
C -5.1474 -4.2213 -1.2060
C -5.4168 -4.0432 0.2728
O -4.3164 -4.5186 1.0437
H -4.9666 -5.2726 -1.4365
H -5.9884 -3.8706 -1.8061
H -4.2512 -3.6680 -1.4984
H -6.2954 -4.6110 0.5775
H -5.5916 -2.9880 0.5078
H -3.5400 -4.0102 0.7791
C -7.9496 -7.3415 -1.6096
C -8.9233 -6.3555 -2.2291
O -8.2465 -5.2096 -2.7390
H -7.3876 -6.8660 -0.8046
H -8.4727 -8.2103 -1.2071
H -7.2250 -7.6863 -2.3513
H -9.6318 -5.9985 -1.4835
H -9.4875 -6.8303 -3.0389
H -7.6231 -5.5123 -3.4090
C 1.5998 2.3439 -5.7396
C 1.2701 1.8766 -4.3339
O 2.3653 2.0878 -3.4445
H 2.4773 1.8192 -6.1187
H 0.7640 2.1666 -6.4183
H 1.8314 3.4118 -5.7468
H 1.0588 0.8083 -4.3260
H 0.3904 2.4026 -3.9494
H 2.5561 3.0331 -3.4325
```

The total charge is 0. The value obtained for the HOMO energy is -9.36 eV.

---

Density functional theory data (ωB97M-V with the def2-TZVPD basis set) for a 5-piece molecular cluster, C20H39NO8S4 overall.

The geometry in XYZ format:
```
72
Properties=species:S:1:pos:R:3
C -1.0847 1.2345 5.6509
C -1.2176 0.9648 4.1269
C -0.8194 2.2557 3.2479
C 0.6444 2.6113 3.1549
N 1.7517 2.9384 3.1054
H -1.7976 1.8534 6.1958
H -0.0759 1.4834 5.9801
H -1.1970 0.2708 6.1477
H -2.1188 0.5764 3.6525
H -0.5745 0.1187 3.8845
H -1.6031 2.9953 3.0837
H -0.9152 1.6714 2.3328
C 3.9757 -3.1023 -6.1573
C 2.9034 -1.9561 -5.9972
C 2.2457 -2.2079 -4.6355
S 3.1961 -3.3777 -3.5344
O 2.6645 -4.7075 -3.5881
O 3.5757 -2.7024 -2.3091
C 4.4913 -3.3091 -4.6896
H 4.7936 -2.8946 -6.8472
H 3.5369 -4.0451 -6.4839
H 2.1551 -1.9431 -6.7896
H 3.3297 -0.9547 -5.9386
H 1.2106 -2.5484 -4.6060
H 2.2315 -1.2410 -4.1323
H 5.1912 -4.1292 -4.5293
H 4.9925 -2.4220 -4.3023
C -0.4663 -0.2668 -2.3931
C -0.9022 0.1874 -0.9550
C -1.1774 -1.1780 -0.1887
S -2.1489 -2.2139 -1.5003
O -3.5898 -2.0025 -1.5295
O -1.7189 -3.6255 -1.4619
C -1.4028 -1.3671 -2.9247
H 0.6017 -0.4746 -2.3264
H -0.5096 0.5803 -3.0777
H -1.8268 0.7646 -0.9573
H -0.2433 0.8465 -0.3896
H -1.5330 -1.4378 0.8083
H -0.2448 -1.7406 -0.1460
H -2.1334 -0.9831 -3.6366
H -0.8109 -2.2413 -3.1957
C 4.3091 0.0974 1.2553
C 4.3486 -0.6740 2.6533
C 2.9229 -0.8534 3.0836
S 1.9165 -0.9778 1.5671
O 0.9961 0.1323 1.6649
O 1.4740 -2.3508 1.4034
C 3.2299 -0.4587 0.3817
H 5.2470 0.0246 0.7048
H 4.1644 1.1543 1.4788
H 4.9875 -0.2383 3.4215
H 4.7166 -1.6881 2.4976
H 2.6747 0.1167 3.5140
H 2.7797 -1.7718 3.6529
H 2.8358 0.2552 -0.3416
H 3.5145 -1.3355 -0.2001
C -3.8964 2.4915 0.8244
C -4.7173 1.9267 1.9573
C -5.3597 3.0876 2.7661
S -5.8778 4.2207 1.4033
O -5.6533 5.6316 1.7611
O -7.1342 3.8313 0.8433
C -4.6222 3.5734 0.1462
H -3.5218 1.8252 0.0474
H -3.0573 2.9535 1.3446
H -4.1182 1.3479 2.6602
H -5.4689 1.3296 1.4408
H -4.6497 3.6399 3.3816
H -6.1732 2.8550 3.4532
H -4.0723 4.4365 -0.2291
H -5.1743 3.1369 -0.6862
```

As for the structure (SMILES): O=S1(=O)CCCC1.O=S1(=O)CCCC1.O=S1(=O)CCCC1.O=S1(=O)CCCC1.CCCC#N. The total charge is 0. The value obtained for the HOMO energy is -10.09 eV.